{
  "formula": "C49H37FNO13PS",
  "method": "ωB97M-V/def2-TZVPD",
  "orbital_gap_ev": 8.61,
  "spin_multiplicity": 1,
  "smiles": "NC[C@]1([PH2]=O)OC(=O)O[C@]1(F)CCCS(=O)(=O)O.O=C1c2ccccc2C(=O)c2ccccc21.O=C1c2ccccc2C(=O)c2ccccc21.O=C1c2ccccc2C(=O)c2ccccc21",
  "e_tot_ev": -102363.8655,
  "total_charge": 0,
  "species": ["N", "C", "C", "P", "O", "O", "C", "O", "O", "C", "F", "C", "C", "C", "S", "O", "O", "O", "H", "H", "H", "H", "H", "H", "H", "H", "H", "H", "H", "H", "H", "O", "C", "C", "C", "C", "C", "C", "C", "C", "O", "C", "C", "C", "C", "C", "C", "H", "H", "H", "H", "H", "H", "H", "H", "O", "C", "C", "C", "C", "C", "C", "C", "C", "O", "C", "C", "C", "C", "C", "C", "H", "H", "H", "H", "H", "H", "H", "H", "O", "C", "C", "C", "C", "C", "C", "C", "C", "O", "C", "C", "C", "C", "C", "C", "H", "H", "H", "H", "H", "H", "H", "H"],
  "positions_angstrom": [[-0.99, -0.78, 3.51], [-0.84, -0.68, 4.93], [-0.15, 0.63, 5.49], [-1.38, 1.53, 6.53], [-2.41, 2.28, 5.80], [0.37, 1.35, 4.36], [1.62, 0.87, 4.13], [2.29, 1.11, 3.16], [2.00, 0.05, 5.19], [1.18, 0.47, 6.22], [1.60, 1.78, 6.50], [1.29, -0.23, 7.53], [1.09, -1.74, 7.45], [2.37, -2.54, 7.20], [2.41, -3.22, 5.56], [1.34, -2.74, 4.74], [2.48, -4.63, 5.67], [3.75, -2.60, 4.99], [-1.49, 0.01, 3.11], [-0.12, -0.94, 3.04], [-0.35, -1.58, 5.25], [-1.84, -0.70, 5.33], [-1.95, 0.47, 7.28], [-0.64, 2.27, 7.46], [0.63, 0.22, 8.25], [2.29, -0.05, 7.89], [0.32, -2.04, 6.76], [0.74, -2.06, 8.42], [3.24, -1.94, 7.39], [2.42, -3.36, 7.90], [3.71, -2.77, 4.04], [-3.81, -6.26, -0.52], [-3.52, -5.82, 0.57], [-2.47, -6.46, 1.41], [-1.79, -7.57, 0.91], [-0.78, -8.15, 1.65], [-0.43, -7.63, 2.90], [-1.12, -6.54, 3.40], [-2.14, -5.96, 2.67], [-2.87, -4.79, 3.23], [-2.62, -4.38, 4.35], [-3.91, -4.13, 2.39], [-4.57, -3.01, 2.88], [-5.52, -2.37, 2.10], [-5.80, -2.84, 0.82], [-5.15, -3.96, 0.33], [-4.21, -4.61, 1.11], [-2.05, -7.97, -0.06], [-0.24, -9.01, 1.26], [0.37, -8.07, 3.47], [-0.86, -6.13, 4.37], [-4.34, -2.65, 3.87], [-6.03, -1.50, 2.48], [-6.53, -2.33, 0.21], [-5.37, -4.33, -0.66], [-1.00, 2.09, -4.52], [-1.25, 1.69, -3.40], [-0.81, 2.44, -2.20], [-0.12, 3.64, -2.36], [0.27, 4.37, -1.26], [-0.02, 3.91, 0.02], [-0.70, 2.71, 0.19], [-1.09, 1.97, -0.91], [-1.80, 0.68, -0.72], [-2.00, 0.24, 0.40], [-2.26, -0.07, -1.92], [-2.95, -1.26, -1.75], [-3.40, -1.95, -2.86], [-3.18, -1.46, -4.14], [-2.48, -0.27, -4.31], [-2.01, 0.42, -3.20], [0.11, 4.00, -3.36], [0.81, 5.30, -1.39], [0.27, 4.49, 0.89], [-0.93, 2.35, 1.19], [-3.12, -1.64, -0.76], [-3.94, -2.88, -2.73], [-3.54, -1.99, -5.00], [-2.30, 0.12, -5.30], [5.11, 4.44, -9.57], [4.46, 4.67, -8.57], [4.57, 5.99, -7.88], [5.41, 6.97, -8.41], [5.49, 8.21, -7.80], [4.74, 8.48, -6.66], [3.92, 7.51, -6.12], [3.83, 6.26, -6.72], [2.96, 5.22, -6.12], [2.36, 5.44, -5.09], [2.83, 3.91, -6.82], [1.99, 2.94, -6.29], [1.84, 1.73, -6.94], [2.53, 1.48, -8.12], [3.38, 2.44, -8.65], [3.54, 3.66, -8.00], [5.98, 6.75, -9.30], [6.14, 8.97, -8.22], [4.80, 9.45, -6.20], [3.34, 7.72, -5.23], [1.45, 3.14, -5.38], [1.18, 0.98, -6.53], [2.40, 0.54, -8.64], [3.92, 2.25, -9.57]]
}